Computed, not measured: C7H14O4S2 in the gas phase at a distorted geometry, with the ωB97M-V functional and the def2-TZVPD basis.

Each atom is followed by the atoms it is bonded to, with distances in Å.
Cartesian coordinates (Å):
1 S -3.50 0.09 0.26  O3 1.448, O4 1.425, C8 1.638
2 S 0.52 -1.03 -0.13  O5 1.449, O6 1.454, C10 1.897, C12 1.972
3 O -3.33 0.29 -1.16  S1 1.448
4 O -4.59 0.72 0.94  S1 1.425
5 O 1.06 -1.58 -1.36  S2 1.449
6 O 1.05 -1.55 1.12  S2 1.454
7 C -1.36 -2.98 0.04  C10 1.521, H16 1.012, H21 1.087, H22 1.096
8 C -2.05 -0.37 0.88  S1 1.638, C10 1.699, H15 1.061
9 C 2.24 0.92 0.00  C12 1.508, H23 1.138, H25 1.071, H27 1.097
10 C -1.32 -1.47 -0.18  S2 1.897, C7 1.521, C8 1.699, H17 1.141
11 C 0.26 1.48 1.14  C12 1.486, H18 1.098, H19 1.157, H26 1.091
12 C 0.74 0.93 -0.16  S2 1.972, C9 1.508, C11 1.486, C13 1.444
13 C 0.39 1.44 -1.46  C12 1.444, H14 1.118, H20 1.054, H24 1.058
14 H 0.65 2.52 -1.58  C13 1.118
15 H -2.17 -0.76 1.86  C8 1.061
16 H -0.70 -3.42 -0.59  C7 1.012
17 H -1.85 -1.22 -1.17  C10 1.141
18 H -0.76 1.88 1.22  C11 1.098
19 H 0.93 2.42 1.21  C11 1.157
20 H -0.65 1.57 -1.52  C13 1.054
21 H -2.27 -3.57 -0.07  C7 1.087
22 H -0.99 -3.25 1.03  C7 1.096
23 H 2.65 0.06 -0.61  C9 1.138
24 H 0.83 1.02 -2.32  C13 1.058
25 H 2.67 0.68 0.95  C9 1.071
26 H 0.65 0.81 1.91  C11 1.091
27 H 2.61 1.85 -0.45  C9 1.097

- 2S+1: 1
- E_tot: -1372.28593 Eh
- Orbital gap: 8.65 eV
- Charge: 0

Computed, not measured: 2 unconnected molecules or ions with the total composition C11H15N at a distorted geometry, with the ωB97M-V functional and the def2-TZVPD basis.

Each atom is followed by the atoms it is bonded to, with distances in Å.
Cartesian coordinates (Å):
1 N 0.36 -0.50 2.52  C11 1.388, C12 1.386, H22 0.983
2 C -0.30 -1.57 -0.79  C5 1.419, C8 1.349, H19 1.106
3 C -1.35 -1.71 1.70  C5 1.425, C9 1.436, C11 1.382
4 C 1.57 -0.04 0.40  C6 1.378, C12 1.401, H25 0.992
5 C -0.51 -1.38 0.60  C2 1.419, C3 1.425, C12 1.408
6 C 1.72 -0.27 -0.95  C4 1.378, C8 1.425, H14 1.196
7 C 0.70 4.10 -2.67  C10 1.577, H13 1.117, H23 1.021, H26 1.051
8 C 0.79 -1.20 -1.50  C2 1.349, C6 1.425, H18 1.120
9 C -2.38 -2.70 1.81  C3 1.436, H16 1.083, H20 1.171, H21 1.049
10 C -0.15 4.88 -3.74  C7 1.577, H15 1.173, H24 1.110, H27 1.096
11 C -0.75 -1.26 2.86  N1 1.388, C3 1.382, H17 1.156
12 C 0.50 -0.55 1.14  N1 1.386, C4 1.401, C5 1.408
13 H 1.21 4.88 -2.06  C7 1.117
14 H 2.66 0.16 -1.54  C6 1.196
15 H -1.24 5.14 -3.42  C10 1.173
16 H -2.01 -3.66 2.15  C9 1.083
17 H -1.01 -1.21 3.99  C11 1.156
18 H 0.74 -1.62 -2.54  C8 1.120
19 H -0.81 -2.37 -1.36  C2 1.106
20 H -3.09 -2.28 2.65  C9 1.171
21 H -2.94 -2.98 0.97  C9 1.049
22 H 1.00 -0.01 3.08  N1 0.983
23 H 1.24 3.31 -3.06  C7 1.021
24 H 0.46 5.81 -3.84  C10 1.110
25 H 2.23 0.43 0.97  C4 0.992
26 H 0.03 3.64 -2.01  C7 1.051
27 H -0.11 4.48 -4.76  C10 1.096

- 2S+1: 1
- E_tot: -482.82353 Eh
- Orbital gap: 8.71 eV
- Charge: 0

Computed, not measured: 7 unconnected molecules or ions with the total composition C37H37F51NO8 at a distorted geometry, with the ωB97M-V functional and the def2-TZVPD basis.

Each atom is followed by the atoms it is bonded to, with distances in Å.
Cartesian coordinates (Å):
1 F 6.92 -6.41 -9.49  C72 1.346
2 F 3.84 1.55 -6.30  C76 1.366
3 F -1.16 -3.94 2.53  C97 1.350
4 F -2.51 5.42 5.18  C74 1.356
5 F -0.77 -10.45 3.29  C64 1.345
6 F 2.97 -8.54 -8.72  C69 1.364
7 F -9.99 8.50 7.54  C93 1.362
8 F 0.20 -2.35 1.90  C97 1.355
9 F -1.54 2.15 3.01  C71 1.362
10 F 0.77 -8.56 4.69  C80 1.346
11 F -5.93 9.53 9.53  C75 1.343
12 F -7.77 11.09 8.38  C87 1.349
13 F 5.76 0.35 -7.71  C79 1.352
14 F 7.75 -6.07 -12.04  C85 1.352
15 F 0.71 -3.13 -6.35  C67 1.350
16 F 2.07 -2.35 -7.84  C67 1.342
17 F 6.30 -8.95 -9.77  C68 1.348
18 F 6.48 -4.44 -10.27  C72 1.352
19 F 0.67 -7.26 2.94  C80 1.372
20 F 2.51 -1.22 2.35  C61 1.347
21 F 4.42 -0.39 -5.48  C76 1.352
22 F 4.48 -1.37 -8.12  C79 1.347
23 F 1.51 1.29 2.62  C92 1.376
24 F 2.31 3.19 -5.14  C84 1.326
25 F 0.44 -4.64 4.55  C73 1.356
26 F 6.06 -7.46 -11.99  C85 1.345
27 F -8.41 8.43 9.04  C93 1.349
28 F 1.10 -9.84 2.34  C64 1.354
29 F 4.20 -3.06 -6.09  C83 1.346
30 F -0.72 -10.48 5.97  C90 1.347
31 F 0.12 -0.15 3.45  C92 1.317
32 F -2.95 -9.56 4.47  C65 1.345
33 F -0.26 -2.57 4.67  C73 1.349
34 F -1.54 4.90 2.70  C70 1.355
35 F -3.65 -8.60 6.29  C65 1.349
36 F 4.72 -10.43 -9.49  C68 1.353
37 F -3.12 3.06 4.17  C71 1.340
38 F -5.87 10.26 6.78  C95 1.343
39 F 0.28 2.54 -5.56  C84 1.314
40 F -5.60 6.75 4.17  C94 1.346
41 F 3.75 -8.24 -10.73  C69 1.348
42 F -2.69 -11.12 6.67  C90 1.350
43 F -4.47 8.62 6.48  C95 1.362
44 F -9.83 10.72 9.03  C87 1.351
45 F 3.58 -0.02 3.81  C61 1.362
46 F 0.84 4.58 -5.80  C84 1.333
47 F -2.11 3.84 0.87  C70 1.379
48 F -5.07 4.64 4.20  C94 1.347
49 F -3.98 10.09 8.73  C75 1.353
50 F 2.91 -4.69 -6.75  C83 1.353
51 F -4.22 5.98 6.41  C74 1.346
52 O 2.25 -1.60 4.55  C61 1.351, C89 1.424
53 O -6.49 8.14 7.16  C63 1.417, C95 1.364
54 O 1.94 -1.41 -5.80  C67 1.372, C86 1.418
55 O -3.96 6.08 2.87  C77 1.409, C94 1.376
56 O 0.60 4.30 -1.06  C88 1.398, C91 1.407
57 O -1.75 -7.93 5.45  C65 1.372, C96 1.413
58 O 4.82 -5.84 -10.06  C66 1.416, C72 1.369
59 O -0.73 4.04 -3.62  C78 1.394, H108 0.953
60 N 3.07 3.87 0.25  C62 1.510, C81 1.489, H125 1.014, H130 1.010
61 C 2.41 -0.67 3.58  F20 1.347, F45 1.362, O52 1.351, C92 1.527
62 C 2.66 2.99 -0.90  N60 1.510, C88 1.524, H107 1.067, H115 1.069
63 C -7.80 8.51 6.76  O53 1.417, C93 1.538, H100 1.087, H121 1.089
64 C -0.14 -9.42 2.70  F5 1.345, F28 1.354, C80 1.530, H104 1.094
65 C -2.55 -9.02 5.64  F32 1.345, F35 1.349, O57 1.372, C90 1.530
66 C 4.36 -6.71 -9.04  O58 1.416, C69 1.538, H124 1.087, H134 1.089
67 C 1.92 -2.58 -6.52  F15 1.350, F16 1.342, O54 1.372, C83 1.529
68 C 5.15 -9.21 -9.11  F17 1.348, F36 1.353, C69 1.530, H106 1.094
69 C 4.08 -8.17 -9.43  F6 1.364, F41 1.348, C66 1.538, C68 1.530
70 C -2.52 4.15 2.15  F34 1.355, F47 1.379, C71 1.538, C77 1.536
71 C -2.71 2.83 2.92  F9 1.362, F37 1.340, C70 1.538, H128 1.093
72 C 6.15 -5.74 -10.37  F1 1.346, F18 1.352, O58 1.369, C85 1.530
73 C 0.58 -3.40 4.00  F25 1.356, F33 1.349, C89 1.538, C97 1.530
74 C -3.61 6.22 5.24  F4 1.356, F51 1.346, C94 1.529, H126 1.087
75 C -4.96 9.15 8.69  F11 1.343, F49 1.353, C95 1.529, H111 1.092
76 C 3.76 0.20 -6.50  F2 1.366, F21 1.352, C79 1.530, C86 1.535
77 C -3.79 5.01 1.97  O55 1.409, C70 1.536, H109 1.089, H117 1.089
78 C 0.65 3.84 -3.62  O59 1.394, C82 1.514, C84 1.516, H116 1.073
79 C 4.48 -0.06 -7.82  F13 1.352, F22 1.347, C76 1.530, H122 1.094
80 C 0.00 -8.23 3.65  F10 1.346, F19 1.372, C64 1.530, C96 1.538
81 C 2.18 5.04 0.49  N60 1.489, C91 1.496, H120 1.068, H133 1.072
82 C 1.04 2.68 -2.73  C78 1.514, C88 1.538, H112 1.071, H113 1.073
83 C 2.96 -3.57 -6.00  F29 1.346, F50 1.353, C67 1.529, H110 1.092
84 C 1.03 3.49 -5.04  F24 1.326, F39 1.314, F46 1.333, C78 1.516
85 C 6.43 -6.18 -11.80  F14 1.352, F26 1.345, C72 1.530, H98 1.092
86 C 2.27 -0.17 -6.42  O54 1.418, C76 1.535, H101 1.082, H102 1.089
87 C -8.94 10.50 8.04  F12 1.349, F44 1.351, C93 1.530, H119 1.094
88 C 1.18 3.04 -1.24  O56 1.398, C62 1.524, C82 1.538, H103 1.073
89 C 2.03 -2.97 4.25  O52 1.424, C73 1.538, H114 1.088, H118 1.087
90 C -1.87 -10.06 6.53  F30 1.347, F42 1.350, C65 1.530, H99 1.092
91 C 0.74 4.72 0.28  O56 1.407, C81 1.496, H123 1.074, H129 1.068
92 C 1.31 0.38 3.63  F23 1.376, F31 1.317, C61 1.527, H105 1.091
93 C -8.76 8.99 7.86  F7 1.362, F27 1.349, C63 1.538, C87 1.530
94 C -4.57 5.89 4.09  F40 1.346, F48 1.347, O55 1.376, C74 1.529
95 C -5.49 9.06 7.26  F38 1.343, F43 1.362, O53 1.364, C75 1.529
96 C -1.30 -7.57 4.15  O57 1.413, C80 1.538, H127 1.089, H132 1.087
97 C 0.12 -3.54 2.55  F3 1.350, F8 1.355, C73 1.530, H131 1.093
98 H 5.88 -5.54 -12.51  C85 1.092
99 H -1.65 -9.63 7.51  C90 1.092
100 H -8.23 7.58 6.40  C63 1.087
101 H 1.83 0.57 -5.76  C86 1.082
102 H 1.77 -0.06 -7.38  C86 1.089
103 H 0.65 2.29 -0.69  C88 1.073
104 H -0.69 -9.14 1.79  C64 1.094
105 H 1.32 0.91 4.59  C92 1.091
106 H 5.36 -9.24 -8.03  C68 1.094
107 H 3.29 3.18 -1.74  C62 1.067
108 H -1.16 3.33 -3.16  O59 0.953
109 H -3.67 5.49 1.00  C77 1.089
110 H 2.76 -3.83 -4.96  C83 1.092
111 H -4.55 8.19 9.01  C75 1.092
112 H 0.35 1.87 -2.84  C82 1.071
113 H 1.97 2.29 -3.09  C82 1.073
114 H 2.70 -3.33 3.47  C89 1.088
115 H 2.87 1.98 -0.60  C62 1.069
116 H 1.17 4.75 -3.39  C78 1.073
117 H -4.68 4.39 1.89  C77 1.089
118 H 2.33 -3.49 5.16  C89 1.087
119 H -9.32 10.95 7.12  C87 1.094
120 H 2.43 5.84 -0.18  C81 1.068
121 H -7.79 9.19 5.91  C63 1.089
122 H 4.00 0.49 -8.64  C79 1.094
123 H 0.37 3.97 0.96  C91 1.074
124 H 3.39 -6.30 -8.77  C66 1.087
125 H 3.98 4.25 0.02  N60 1.014
126 H -3.29 7.26 5.19  C74 1.087
127 H -2.10 -7.62 3.42  C96 1.089
128 H -3.43 2.20 2.41  C71 1.093
129 H 0.17 5.61 0.41  C91 1.068
130 H 3.22 3.36 1.11  N60 1.010
131 H 0.73 -4.28 2.02  C97 1.093
132 H -1.05 -6.51 4.25  C96 1.087
133 H 2.34 5.42 1.48  C81 1.072
134 H 4.97 -6.64 -8.14  C66 1.089

- 2S+1: 1
- E_tot: -7181.71081 Eh
- Orbital gap: 9.25 eV
- Charge: +1

Computed, not measured: C2H4BrN in the gas phase at a distorted geometry, with the ωB97M-V functional and the def2-TZVPD basis.

Each atom is followed by the atoms it is bonded to, with distances in Å.
Cartesian coordinates (Å):
1 Br 1.47 2.14 -1.56  N2 1.909
2 N 0.11 0.87 -1.17  Br1 1.909, C3 1.245
3 C 0.31 0.22 -0.12  N2 1.245, C4 1.465, H8 1.283
4 C -0.62 -0.72 0.50  C3 1.465, H5 1.049, H6 1.035, H7 1.143
5 H -0.70 -0.56 1.53  C4 1.049
6 H -1.61 -0.61 0.22  C4 1.035
7 H -0.38 -1.75 0.06  C4 1.143
8 H 1.40 0.41 0.53  C3 1.283

- 2S+1: 3
- E_tot: -2707.15437 Eh
- Orbital gap (spin up / spin down): 7.23 / 6.27 eV
- Charge: 0

Computed, not measured: C18H22N4OS in the gas phase at a distorted geometry, with the ωB97M-V functional and the def2-TZVPD basis.

Each atom is followed by the atoms it is bonded to, with distances in Å.
Cartesian coordinates (Å):
1 S -2.05 -2.30 -1.23  C17 2.002, C19 1.802
2 O 1.27 0.03 2.43  C20 1.509
3 N 0.84 2.64 0.11  C11 1.560, C22 1.247
4 N 3.10 -1.49 0.40  C7 1.252, C8 1.524, C24 1.371
5 N 1.79 0.62 -0.72  C11 1.358, C15 1.497, C18 1.537
6 N -0.21 -1.05 0.81  C16 1.419, C20 1.454, H42 0.859
7 C 2.16 -1.95 1.08  N4 1.252, C20 1.411, H27 1.234, H44 1.045
8 C 2.91 -1.55 -1.11  N4 1.524, C15 1.629, H35 1.036, H41 1.273
9 C -1.29 3.36 -0.45  C21 1.592, C22 1.388, H32 1.028
10 C -1.43 0.64 1.77  C14 1.501, C16 1.180, H31 1.008
11 C 0.75 1.47 -0.92  N3 1.560, N5 1.358, C13 1.252
12 C -3.58 -0.17 0.19  C17 1.395, C23 1.348, H36 1.048
13 C -0.30 1.30 -1.58  C11 1.252, C21 1.541, H25 1.252
14 C -2.71 1.42 1.66  C10 1.501, C23 1.381, H38 1.043
15 C 1.82 -0.50 -1.70  N5 1.497, C8 1.629, H39 1.149, H43 1.037
16 C -1.33 -0.19 0.95  N6 1.419, C10 1.180, C17 1.477
17 C -2.36 -0.84 0.10  S1 2.002, C12 1.395, C16 1.477
18 C 3.23 1.06 -0.41  N5 1.537, C24 1.787, H26 1.240, H37 1.133
19 C -3.27 -3.27 -0.32  S1 1.802, H30 1.000, H33 0.995, H40 1.176
20 C 1.09 -1.12 1.46  O2 1.509, N6 1.454, C7 1.411
21 C -1.40 2.38 -1.70  C9 1.592, C13 1.541, H29 0.952
22 C -0.03 3.54 0.11  N3 1.247, C9 1.388, H45 0.988
23 C -3.70 1.05 0.76  C12 1.348, C14 1.381, H28 1.172
24 C 3.74 -0.30 0.62  N4 1.371, C18 1.787, H34 1.061, H46 1.159
25 H -0.49 0.25 -2.23  C13 1.252
26 H 3.01 1.91 0.47  C18 1.240
27 H 2.58 -2.05 2.23  C7 1.234
28 H -4.71 1.64 0.79  C23 1.172
29 H -2.27 2.25 -2.06  C21 0.952
30 H -4.16 -2.83 -0.50  C19 1.000
31 H -0.77 0.93 2.48  C10 1.008
32 H -2.09 4.01 -0.40  C9 1.028
33 H -2.93 -3.40 0.60  C19 0.995
34 H 4.78 -0.14 0.46  C24 1.061
35 H 3.79 -1.49 -1.66  C8 1.036
36 H -4.10 -0.38 -0.69  C12 1.048
37 H 3.82 1.13 -1.37  C18 1.133
38 H -2.84 2.09 2.44  C14 1.043
39 H 1.97 -0.40 -2.84  C15 1.149
40 H -3.21 -4.20 -1.03  C19 1.176
41 H 2.54 -2.75 -1.36  C8 1.273
42 H -0.29 -1.84 0.49  N6 0.859
43 H 0.86 -0.87 -1.56  C15 1.037
44 H 1.82 -2.94 0.97  C7 1.045
45 H 0.21 4.22 0.77  C22 0.988
46 H 3.46 0.04 1.70  C24 1.159

- 2S+1: 1
- E_tot: -1390.98289 Eh
- Orbital gap: 7.74 eV
- Charge: 0

Computed, not measured: C4H7NO3 in the gas phase at a distorted geometry, with the ωB97M-V functional and the def2-TZVPD basis.

Each atom is followed by the atoms it is bonded to, with distances in Å.
Cartesian coordinates (Å):
1 O 0.00 1.67 0.12  C6 1.585, C8 1.396
2 O -1.90 0.78 -1.00  C8 1.355, H12 0.967
3 O 2.11 0.66 -0.59  C6 1.355, H9 0.965
4 N 0.39 -1.67 -0.68  C5 1.411, H10 1.013, H14 1.014
5 C 0.13 -0.52 0.10  N4 1.411, C6 1.502, C7 1.532, C8 1.566
6 C 1.13 0.57 0.34  O1 1.585, O3 1.355, C5 1.502, H15 1.098
7 C -1.04 -0.30 1.06  C5 1.532, C8 1.486, H11 1.083, H13 1.080
8 C -0.91 0.63 -0.09  O1 1.396, O2 1.355, C5 1.566, C7 1.486
9 H 2.55 1.52 -0.51  O3 0.965
10 H -0.39 -1.91 -1.27  N4 1.013
11 H -0.85 0.07 2.06  C7 1.083
12 H -1.52 1.24 -1.77  O2 0.967
13 H -1.83 -1.03 0.98  C7 1.080
14 H 0.65 -2.47 -0.11  N4 1.014
15 H 1.48 0.74 1.37  C6 1.098

- 2S+1: 1
- E_tot: -437.01259 Eh
- Orbital gap: 9.41 eV
- Charge: 0